Density functional theory data (ωB97M-V/def2-TZVPD) for 2 unconnected molecules or ions with the total composition C4H5N2O2 in a non-equilibrium geometry.

Geometry as ORCA input:
```
! wB97M-V def2-TZVPD RIJCOSX def2/J DEFGRID3
* xyz 1 1
C -0.951 0.935 0.800
C 0.161 1.723 0.952
C -0.588 -0.037 -0.165
C 1.241 1.240 0.124
N 0.632 0.095 -0.596
N -1.227 -3.390 -1.146
O -0.403 -3.814 -0.473
O -2.099 -2.669 -1.345
H -1.906 1.023 1.280
H 0.232 2.655 1.542
H 1.680 1.935 -0.501
H 2.035 0.769 0.778
H 1.194 -0.465 -1.249
*
```

The HOMO energy (spin up / spin down) comes out at -15.75 / -12.21 eV. The value obtained for the energy above the lowest of the compared OMol25 structures with the same formula, charge and spin is 128.3 kcal per mole. The gap between HOMO and LUMO (spin up / spin down) comes out at 10.418 / 5.337 eV.

Table of Löwdin atomic charges, one value per atom, all in e:
1 C -0.001
2 C 0.016
3 C 0.133
4 C -0.110
5 N 0.090
6 N -0.256
7 O 0.178
8 O 0.166
9 H 0.121
10 H 0.155
11 H 0.128
12 H 0.191
13 H 0.189